Entry 1:
{"formula": "C49H33Cl5N7O3Re", "method": "the ωB97M-V functional and the def2-TZVPD basis", "spin_multiplicity": 2, "gap_ha": [0.1508, 0.1239], "s2": 0.7588, "total_charge": 3, "total_energy_ha": -4874.53688, "species": ["Re", "C", "O", "C", "N", "C", "C", "C", "C", "C", "C", "C", "C", "C", "C", "C", "C", "N", "C", "N", "C", "C", "O", "C", "C", "C", "C", "C", "C", "H", "H", "H", "H", "H", "H", "H", "H", "H", "H", "H", "H", "H", "H", "H", "H", "H", "H", "H", "Cl", "C", "C", "C", "Cl", "C", "Cl", "C", "Cl", "C", "Cl", "C", "O", "C", "C", "C", "C", "C", "C", "C", "N", "C", "C", "N", "C", "C", "C", "C", "N", "C", "C", "N", "C", "C", "C", "C", "H", "H", "H", "H", "H", "H", "H", "H", "H", "H", "H", "H", "H", "H"], "xyz": [[1.81, 0.00, 1.03], [2.91, -3.50, 3.52], [3.84, -3.35, 2.38], [3.42, -2.33, 1.71], [2.43, -1.63, 2.17], [2.13, -2.18, 3.55], [0.68, -2.34, 3.89], [-0.21, -2.92, 2.99], [-1.55, -3.06, 3.33], [-2.00, -2.63, 4.57], [-1.11, -2.08, 5.48], [0.23, -1.93, 5.13], [4.08, -1.87, 0.49], [5.19, -2.42, -0.11], [5.76, -1.73, -1.18], [5.24, -0.51, -1.57], [4.13, -0.03, -0.89], [3.54, -0.71, 0.08], [3.53, 1.30, -1.01], [2.56, 1.66, -0.23], [2.19, 3.07, -0.70], [3.30, 3.38, -1.73], [4.01, 2.11, -1.90], [2.06, 4.22, 0.29], [2.26, 4.14, 1.65], [2.12, 5.27, 2.45], [1.77, 6.49, 1.88], [1.57, 6.57, 0.51], [1.71, 5.44, -0.28], [2.28, -4.36, 3.30], [3.53, -3.68, 4.40], [2.60, -1.48, 4.25], [0.14, -3.28, 2.02], [-2.24, -3.52, 2.63], [-3.04, -2.75, 4.84], [-1.45, -1.76, 6.45], [0.92, -1.48, 5.84], [5.62, -3.34, 0.27], [6.63, -2.14, -1.69], [5.69, 0.09, -2.35], [1.24, 2.95, -1.21], [2.94, 3.68, -2.70], [4.03, 4.10, -1.35], [2.56, 3.21, 2.11], [2.29, 5.20, 3.52], [1.66, 7.37, 2.50], [1.30, 7.51, 0.06], [1.54, 5.53, -1.35], [5.36, 1.04, 1.95], [4.03, 1.30, 3.02], [2.74, 0.95, 2.64], [1.76, 1.17, 3.58], [0.21, 0.60, 2.98], [1.92, 1.74, 4.83], [0.58, 1.95, 5.86], [3.22, 2.14, 5.15], [3.50, 2.90, 6.65], [4.27, 1.92, 4.25], [5.85, 2.41, 4.67], [-9.40, -1.37, -7.04], [-8.43, -2.36, -6.68], [-7.41, -2.00, -5.89], [-7.24, -0.73, -5.35], [-6.15, -0.48, -4.54], [-5.22, -1.48, -4.25], [-5.41, -2.76, -4.80], [-6.49, -3.02, -5.60], [-4.07, -1.25, -3.40], [-3.14, -2.15, -3.10], [-2.27, -1.51, -2.30], [-2.64, -0.19, -2.07], [-3.81, -0.05, -2.79], [-1.90, 0.68, -1.25], [-2.24, 2.01, -0.92], [-1.44, 2.72, -0.07], [-0.29, 2.14, 0.45], [0.08, 0.89, 0.14], [-0.72, 0.15, -0.67], [-0.32, -1.20, -0.88], [0.81, -1.61, -0.24], [1.17, -2.87, -0.41], [0.47, -3.78, -1.21], [-0.67, -3.38, -1.85], [-1.09, -2.05, -1.69], [-10.10, -1.87, -7.70], [-8.93, -0.54, -7.56], [-9.92, -1.01, -6.15], [-7.94, 0.07, -5.56], [-6.04, 0.52, -4.14], [-4.70, -3.54, -4.58], [-6.65, -4.00, -6.03], [-4.38, 0.77, -2.86], [-3.13, 2.47, -1.34], [-1.67, 3.74, 0.22], [0.35, 2.69, 1.13], [2.05, -3.23, 0.10], [0.83, -4.80, -1.29], [-1.26, -4.05, -2.47]], "lowdin_spin": [0.8122, -0.0003, 0.0000, 0.0033, 0.0036, 0.0024, 0.0003, 0.0003, 0.0000, 0.0001, 0.0000, 0.0001, 0.0075, -0.0017, 0.0101, 0.0011, 0.0081, 0.0036, 0.0217, -0.0011, 0.0007, 0.0002, 0.0206, 0.0003, -0.0003, 0.0000, 0.0000, 0.0001, 0.0000, 0.0000, 0.0000, 0.0009, 0.0001, 0.0000, 0.0000, 0.0000, 0.0000, -0.0003, 0.0004, 0.0000, 0.0004, 0.0000, 0.0005, -0.0002, 0.0000, 0.0000, 0.0000, 0.0000, 0.0056, 0.0147, -0.0003, 0.0165, 0.0030, -0.0034, -0.0028, 0.0184, 0.0087, -0.0024, -0.0020, 0.0000, 0.0003, 0.0003, 0.0000, 0.0003, 0.0002, 0.0002, 0.0000, 0.0004, -0.0011, 0.0010, 0.0020, -0.0005, 0.0000, 0.0138, -0.0013, 0.0152, -0.0010, -0.0021, -0.0001, -0.0019, 0.0113, -0.0015, 0.0128, -0.0007, 0.0000, 0.0000, 0.0000, 0.0000, 0.0000, 0.0000, 0.0000, 0.0000, 0.0006, -0.0004, 0.0005, 0.0007, -0.0003, 0.0006]}

=====

Entry 2:
{"formula": "C49H34N6O2SeTeV", "method": "the ωB97M-V functional and the def2-TZVPD basis", "spin_multiplicity": 4, "gap_ha": [0.1745, 0.2339], "s2": 3.8417, "total_charge": 0, "de_lowest_kj_mol": 273.3, "total_energy_ha": -5979.99405, "species": ["V", "O", "C", "O", "C", "C", "C", "N", "C", "C", "C", "C", "C", "C", "C", "N", "C", "C", "C", "C", "C", "N", "H", "H", "H", "H", "H", "H", "H", "H", "H", "H", "C", "C", "C", "C", "C", "C", "C", "C", "C", "C", "C", "C", "C", "C", "C", "N", "H", "H", "H", "H", "H", "H", "H", "H", "H", "H", "Se", "N", "C", "C", "C", "C", "C", "C", "N", "H", "H", "H", "H", "Te", "C", "C", "C", "C", "C", "C", "C", "C", "C", "C", "C", "C", "H", "H", "H", "H", "H", "H", "H", "H", "H", "H"], "xyz": [[0.44, 2.14, -1.64], [5.85, -0.22, -5.30], [5.91, 0.86, -4.73], [6.76, 1.80, -4.67], [4.70, 1.16, -3.89], [4.68, 2.06, -2.82], [3.43, 2.29, -2.19], [2.32, 1.59, -2.40], [2.45, 0.54, -3.28], [3.59, 0.27, -3.96], [1.25, -0.26, -3.32], [1.28, -1.46, -4.03], [0.11, -2.26, -4.22], [-1.05, -1.63, -3.78], [-1.02, -0.38, -3.22], [0.14, 0.20, -2.78], [3.21, 3.30, -1.19], [4.22, 4.12, -0.76], [3.93, 5.07, 0.20], [2.63, 5.27, 0.55], [1.63, 4.62, -0.18], [1.92, 3.64, -1.02], [5.53, 2.72, -2.64], [3.58, -0.63, -4.54], [2.22, -1.84, -4.38], [0.16, -3.26, -4.64], [-2.03, -2.08, -4.00], [-1.98, 0.09, -3.18], [5.26, 3.91, -1.02], [4.66, 5.67, 0.69], [2.33, 6.00, 1.33], [0.59, 4.96, -0.27], [0.71, 4.91, -5.04], [-0.46, 5.61, -4.90], [-1.38, 5.11, -3.98], [-1.11, 4.00, -3.16], [0.21, 3.43, -3.14], [1.05, 3.88, -4.17], [-2.00, 3.50, -2.15], [-3.32, 4.03, -1.93], [-4.11, 3.40, -0.94], [-3.74, 2.13, -0.46], [-4.66, 1.33, 0.31], [-4.22, 0.22, 0.92], [-2.86, -0.26, 0.66], [-2.02, 0.42, -0.20], [-2.40, 1.67, -0.69], [-1.56, 2.33, -1.57], [1.37, 5.05, -5.91], [-0.71, 6.56, -5.37], [-2.39, 5.59, -3.86], [2.06, 3.41, -4.21], [-3.66, 4.88, -2.52], [-4.98, 3.82, -0.53], [-5.76, 1.61, 0.35], [-4.93, -0.44, 1.37], [-2.59, -1.13, 1.21], [-0.98, 0.09, -0.34], [-0.36, 2.60, 1.63], [0.85, 1.69, 0.38], [1.83, 1.23, 1.19], [2.86, 0.27, 0.91], [3.80, -0.05, 1.87], [3.73, 0.34, 3.22], [2.74, 1.28, 3.63], [1.80, 1.77, 2.63], [0.79, 2.52, 3.02], [3.06, 0.01, -0.12], [4.63, -0.69, 1.63], [4.44, -0.04, 3.99], [2.77, 1.74, 4.62], [-2.44, -6.52, 2.33], [-0.92, -6.53, 3.79], [-0.84, -5.64, 4.88], [0.29, -5.52, 5.72], [1.37, -6.38, 5.48], [1.29, -7.30, 4.48], [0.13, -7.45, 3.68], [-4.02, -5.78, 3.45], [-4.15, -6.17, 4.77], [-5.30, -5.76, 5.50], [-6.35, -5.02, 4.94], [-6.20, -4.58, 3.58], [-5.02, -4.89, 2.91], [-1.69, -5.02, 5.07], [0.27, -4.66, 6.54], [2.22, -6.27, 6.10], [2.14, -8.08, 4.48], [0.05, -8.24, 2.93], [-3.55, -6.94, 5.23], [-5.38, -6.08, 6.51], [-7.23, -4.72, 5.55], [-7.02, -3.98, 3.10], [-4.88, -4.58, 1.88]], "lowdin_spin": [2.1295, 0.0021, 0.0014, 0.0020, 0.0157, -0.0019, 0.0157, -0.0034, 0.0077, -0.0001, 0.0067, -0.0021, 0.0084, 0.0003, 0.0092, 0.0035, 0.0058, 0.0005, 0.0090, 0.0018, 0.0177, 0.0024, -0.0002, -0.0003, -0.0003, 0.0005, 0.0000, 0.0004, -0.0002, 0.0005, -0.0001, 0.0050, 0.0015, 0.0099, 0.0011, 0.0105, -0.0130, 0.0079, 0.0308, -0.0046, 0.0216, -0.0006, 0.0038, -0.0018, 0.0101, 0.0073, 0.0124, 0.0163, -0.0001, 0.0006, -0.0001, -0.0002, -0.0005, 0.0013, 0.0002, -0.0002, 0.0005, 0.0043, 0.0902, 0.0378, 0.0893, -0.0328, 0.0986, -0.0214, 0.1041, 0.0070, 0.2673, -0.0040, 0.0067, -0.0032, 0.0044, 0.0000, 0.0000, 0.0000, 0.0000, 0.0000, 0.0000, 0.0000, 0.0000, 0.0000, 0.0000, 0.0000, 0.0000, 0.0000, 0.0000, 0.0000, 0.0000, 0.0000, 0.0000, 0.0000, 0.0000, 0.0000, 0.0000, 0.0000]}